[1]
{
  "formula": "C32H84IO12Pd",
  "method": "ωB97M-V/def2-TZVPD",
  "total_energy_ev": -70697.884,
  "total_charge": -1,
  "multiplicity": 3,
  "orbital_gap_ha": [0.2688, 0.2898],
  "largest_force_ev_per_a": 2.859,
  "homo_energy_ev": [-4.9, -5.5],
  "species": ["Pd", "I", "O", "C", "C", "O", "H", "H", "H", "H", "C", "C", "C", "O", "H", "H", "H", "H", "H", "H", "H", "H", "C", "C", "C", "O", "H", "H", "H", "H", "H", "H", "H", "H", "C", "C", "C", "O", "H", "H", "H", "H", "H", "H", "H", "H", "C", "C", "C", "O", "H", "H", "H", "H", "H", "H", "H", "H", "C", "C", "C", "O", "H", "H", "H", "H", "H", "H", "H", "H", "C", "C", "C", "O", "H", "H", "H", "H", "H", "H", "H", "H", "C", "C", "C", "O", "H", "H", "H", "H", "H", "H", "H", "H", "C", "C", "C", "O", "H", "H", "H", "H", "H", "H", "H", "H", "C", "C", "C", "O", "H", "H", "H", "H", "H", "H", "H", "H", "C", "C", "C", "O", "H", "H", "H", "H", "H", "H", "H", "H"],
  "positions_angstrom": [[9.2774, 7.4761, 17.8534], [8.0973, 9.8580, 17.9885], [10.0574, 5.3859, 17.4993], [11.1952, 5.6208, 16.6734], [10.9023, 6.7891, 15.6725], [10.7893, 7.9109, 16.4664], [11.4289, 4.7339, 16.0687], [12.0662, 5.8595, 17.3202], [9.9960, 6.5419, 15.0349], [11.8350, 6.7975, 15.0300], [12.4179, 4.1191, 21.4094], [11.8982, 4.2695, 19.9470], [11.6896, 2.8512, 19.4163], [10.6782, 5.1074, 19.9300], [12.6464, 5.1043, 21.8205], [13.3648, 3.5237, 21.4581], [11.6747, 3.5862, 21.9988], [12.7074, 4.7622, 19.3711], [11.1596, 2.2748, 20.1761], [12.7174, 2.4102, 19.2352], [11.0609, 2.8333, 18.4946], [10.3423, 5.2284, 19.0015], [8.9782, 1.1266, 15.4325], [9.3987, 2.6164, 15.3143], [8.6932, 3.3092, 14.1418], [9.0379, 3.1813, 16.6136], [9.6310, 0.5723, 16.1286], [8.8106, 0.5544, 14.5152], [8.0198, 1.1893, 15.9371], [10.5027, 2.7322, 15.1365], [9.2077, 4.2419, 13.9358], [7.6481, 3.5065, 14.3316], [8.7007, 2.7190, 13.1895], [9.4778, 4.0480, 16.8429], [15.3221, 9.1738, 16.1904], [14.1119, 8.2990, 16.0477], [14.6110, 6.8524, 16.0414], [13.3260, 8.5742, 17.1856], [16.0559, 8.9413, 15.3827], [15.7426, 8.9557, 17.1604], [15.1772, 10.2312, 16.1717], [13.6285, 8.5878, 15.0992], [14.9670, 6.7305, 17.0671], [15.5197, 6.7237, 15.3438], [13.9107, 6.1707, 15.6713], [12.5002, 8.1220, 16.9941], [11.4016, 9.7306, 13.1453], [11.1327, 10.8260, 14.1807], [9.7100, 11.3450, 14.2068], [11.5987, 10.4710, 15.5103], [11.1642, 8.7713, 13.6015], [12.4349, 9.7659, 12.8944], [10.7165, 9.8559, 12.3219], [11.7832, 11.6970, 13.8995], [9.4516, 11.5229, 13.1354], [9.6550, 12.3117, 14.7885], [8.9932, 10.6206, 14.6557], [11.1867, 9.6063, 15.7414], [4.5065, 11.1628, 15.7441], [4.9089, 11.5955, 17.1125], [4.1671, 12.8696, 17.4499], [4.6219, 10.7213, 18.1488], [3.3460, 11.0493, 15.7380], [5.0642, 10.2705, 15.4016], [4.6185, 11.9201, 14.9466], [5.9859, 11.7474, 17.1206], [4.3662, 13.5293, 16.5839], [4.5806, 13.3896, 18.3923], [3.1311, 12.6221, 17.4173], [5.4733, 10.1777, 18.2226], [6.4432, 8.0897, 21.2044], [7.8499, 7.5552, 21.0892], [8.1385, 6.6136, 22.2789], [8.0396, 6.9089, 19.8762], [5.7277, 7.4382, 21.6480], [6.1605, 8.3081, 20.1468], [6.3457, 8.9423, 21.8347], [8.4747, 8.4612, 21.0216], [9.1901, 6.2173, 22.2734], [7.4675, 5.7755, 22.3009], [7.8962, 7.0875, 23.2039], [7.6809, 6.0057, 19.8339], [13.3141, 13.0745, 16.8259], [13.4643, 12.4821, 18.2321], [12.1575, 12.4636, 19.0318], [13.9868, 11.1592, 18.2495], [14.2055, 12.8267, 16.2388], [13.3535, 14.2171, 16.9101], [12.4022, 12.7371, 16.3287], [14.2371, 13.0924, 18.7958], [11.6249, 13.4316, 19.0151], [12.4877, 12.3657, 20.0923], [11.5176, 11.6732, 18.6351], [13.3797, 10.4634, 17.9282], [11.1206, 9.4243, 21.3542], [11.5936, 8.6052, 20.1272], [12.8441, 7.7762, 20.3429], [10.5066, 7.7576, 19.6436], [11.9579, 9.9874, 21.8949], [10.6877, 8.7471, 22.0814], [10.3297, 10.1409, 21.0514], [11.7500, 9.3342, 19.3511], [12.7964, 7.0746, 21.1711], [13.6508, 8.3765, 20.6707], [13.0101, 7.2512, 19.4270], [10.6517, 6.8347, 19.9464], [7.6949, 2.1826, 20.5373], [6.9420, 3.1772, 19.6415], [5.8491, 3.7856, 20.4656], [7.6555, 4.2945, 19.0669], [8.4560, 1.7060, 19.8490], [7.0157, 1.3508, 20.8556], [8.1001, 2.7107, 21.4374], [6.5539, 2.5556, 18.8072], [5.2934, 4.6043, 19.9650], [6.3111, 4.0985, 21.4043], [5.0702, 3.0406, 20.7176], [8.5345, 3.9994, 18.8690], [6.5578, 7.6155, 14.8755], [6.4291, 6.8225, 16.1913], [5.5327, 5.5802, 16.1256], [7.7472, 6.2964, 16.5080], [7.2515, 8.4420, 15.0538], [5.5885, 8.1170, 14.6300], [6.9566, 6.8407, 14.1669], [6.1532, 7.4155, 17.0471], [4.5057, 5.7653, 15.8936], [5.5848, 4.9633, 17.0278], [5.9542, 4.9895, 15.2994], [7.7243, 5.5371, 17.1150]]
}



[2]
{
  "formula": "C4H12ClNOTi2",
  "method": "ωB97M-V/def2-TZVPD",
  "total_energy_ev": -66611.856,
  "total_charge": 2,
  "multiplicity": 7,
  "orbital_gap_ha": [0.2395, 0.3417],
  "largest_force_ev_per_a": 1.929,
  "homo_energy_ev": [-13.3, -16.1],
  "e_above_lowest_kj_mol": 0.00,
  "species": ["Ti", "Ti", "Cl", "C", "C", "C", "O", "C", "N", "H", "H", "H", "H", "H", "H", "H", "H", "H", "H", "H", "H"],
  "positions_angstrom": [[4.3530, -3.2227, -0.4309], [3.6376, 1.9103, -1.9546], [4.2269, -0.8267, -1.6468], [0.8929, -1.2046, -0.5968], [-0.4757, -0.7999, -0.1149], [-0.5082, 0.3661, 0.8446], [-1.7729, 0.6399, 1.2801], [-1.8607, 1.9047, 1.9672], [-1.3443, -0.4444, -1.3058], [-2.2227, -0.1674, -0.8915], [-0.9838, 0.3510, -1.8133], [-1.5235, -1.2121, -1.9371], [1.6421, -1.3965, 0.1712], [1.3060, -0.4142, -1.2236], [0.9624, -2.1713, -1.0956], [-1.0447, -1.6279, 0.3078], [0.0583, 1.2169, 0.4660], [0.1408, 0.1187, 1.6846], [-1.9643, 2.6605, 1.1886], [-0.9203, 2.3124, 2.3381], [-2.5989, 2.0072, 2.7625]]
}



[3]
{
  "formula": "C2H4N2OS",
  "method": "ωB97M-V/def2-TZVPD",
  "total_energy_ev": -17997.897,
  "multiplicity": 1,
  "orbital_gap_ha": 0.3161,
  "largest_force_ev_per_a": 8.832,
  "homo_energy_ev": -9.3,
  "e_above_lowest_kj_mol": 459.50,
  "species": ["C", "C", "H", "H", "H", "H", "N", "N", "O", "S"],
  "positions_angstrom": [[0.2004, 0.4816, 1.0598], [-0.4533, 0.0654, -1.4112], [0.5720, -1.3563, 0.2929], [1.7321, -1.0070, 1.6727], [-1.4111, 1.4591, -0.3428], [-1.1518, 0.4580, -2.0751], [0.3135, -0.9156, 1.1476], [-0.6284, 0.6652, -0.1773], [0.6327, 1.5645, 1.7531], [0.1938, -1.4148, -1.9197]]
}



- multiplicity of number 1 (C32H84IO12Pd)?
  3



- The highest multiplicity belongs to which entry?
  C4H12ClNOTi2